No. 1
Formula: C6H8BNO2
Source: OMol25
Level of theory: ωB97M-V/def2-TZVPD

Its net charge is 0. The max |F| comes out at 1.51 eV/Å. For the energy above the lowest of the compared OMol25 structures with the same formula, charge and spin, the calculation gives 0.0 kcal/mol. The SMILES is Nc1cccc(B(O)O)c1.

Cartesian coordinates (Å):
O1 2.281 -1.481 1.173
O2 3.202 -0.185 -0.614
B1 2.143 -0.524 0.198
C1 -0.811 1.467 -1.348
C2 0.482 1.054 -1.069
C3 -1.870 0.965 -0.597
C4 -0.320 -0.428 0.567
C5 0.732 0.083 -0.129
C6 -1.610 -0.005 0.338
N1 -2.638 -0.636 1.005
H1 3.177 -1.747 1.336
H2 4.016 -0.686 -0.397
H3 -0.979 2.324 -1.986
H4 1.306 1.480 -1.594
H5 -2.872 1.333 -0.737
H6 -0.147 -1.147 1.365
H7 -2.485 -1.457 1.591
H8 -3.608 -0.409 0.898



No. 2
Formula: C6H8BNO3
Source: OMol25
Level of theory: ωB97M-V/def2-TZVPD

Its net charge is 0. The max |F| comes out at 4.50 eV/Å. For the energy above the lowest of the compared OMol25 structures with the same formula, charge and spin, the calculation gives 0.0 kcal/mol. The SMILES is COc1ncccc1B(O)O.

Cartesian coordinates (Å):
B1 2.080 0.125 -0.034
C1 -1.067 2.319 -0.142
C2 0.240 1.918 -0.240
C3 -2.077 1.384 -0.093
C4 0.588 0.625 -0.075
C5 -0.541 -0.288 0.045
C6 -1.206 -2.473 0.260
N1 -1.826 0.028 -0.059
O1 2.824 0.451 1.089
O2 2.407 -0.643 -1.096
O3 -0.122 -1.584 0.111
H1 -1.434 3.415 -0.158
H2 0.984 2.578 -0.320
H3 -3.061 1.580 -0.098
H4 -0.801 -3.430 -0.236
H5 -2.141 -2.207 -0.420
H6 -1.607 -2.418 1.247
H7 3.620 -0.155 1.269
H8 3.139 -1.226 -1.050



No. 3
Formula: C6H8BrN
Source: OMol25
Level of theory: ωB97M-V/def2-TZVPD

Its net charge is 0. The max |F| comes out at 4.46 eV/Å. For the energy above the lowest of the compared OMol25 structures with the same formula, charge and spin, the calculation gives 81.0 kcal/mol.

Cartesian coordinates (Å):
C1 -1.021 -2.488 -0.343
C2 0.287 -0.118 0.082
C3 0.968 0.995 0.242
C4 0.826 -1.444 0.633
C5 -0.967 -0.163 -0.730
C6 0.266 2.327 -0.234
N1 -0.022 -2.589 0.333
Br1 -2.570 0.335 0.188
H1 -1.784 -3.202 -0.601
H2 1.846 1.336 0.842
H3 1.815 -1.545 0.270
H4 0.723 -1.334 1.793
H5 -0.870 -0.022 -1.772
H6 0.648 3.097 0.379
H7 -0.712 2.219 0.091
H8 0.566 2.596 -1.172



No. 4
Formula: C6H8Cl2
Source: OMol25
Level of theory: ωB97M-V/def2-TZVPD

Its net charge is 0. The max |F| comes out at 2.55 eV/Å. For the energy above the lowest of the compared OMol25 structures with the same formula, charge and spin, the calculation gives 24.3 kcal/mol. The SMILES is C[C@]1(Cl)C=C[C@]1(C)Cl.

Cartesian coordinates (Å):
C1 0.519 0.484 -1.476
C2 -0.448 -0.408 -1.590
C3 0.593 0.491 0.064
C4 -0.586 -0.514 -0.020
C5 0.404 1.876 0.767
C6 -0.589 -1.945 0.559
Cl1 2.248 -0.075 0.673
Cl2 -2.036 0.406 0.513
H1 1.169 0.928 -2.164
H2 -0.846 -1.119 -2.312
H3 0.832 1.864 1.806
H4 -0.651 2.240 0.645
H5 1.051 2.639 0.360
H6 -1.457 -2.190 1.184
H7 0.226 -2.108 1.341
H8 -0.428 -2.570 -0.353



No. 5
Formula: C6H8Cl3CrF3NO9S3
Source: OMol25
Level of theory: ωB97M-V/def2-TZVPD

Its net charge is 0. The max |F| comes out at 2.47 eV/Å. For the energy above the lowest of the compared OMol25 structures with the same formula, charge and spin, the calculation gives 451.0 kcal/mol. As for the spin multiplicity: 2.

Cartesian coordinates (Å):
Cr1 0.663 -1.994 -0.996
O1 -0.163 -4.694 -3.135
Cl1 0.650 -3.550 -3.099
O2 1.418 -3.350 -4.256
O3 -0.169 -2.319 -2.790
O4 1.534 -3.559 -1.877
O5 -0.851 -2.189 1.952
C1 -0.982 -3.066 1.138
O6 -0.524 -3.033 -0.105
H1 -1.506 -4.009 1.343
S1 -2.623 -0.319 -2.311
C2 -2.157 -0.065 -0.812
N1 -1.298 3.557 -0.460
C3 -1.651 2.026 1.699
C4 -2.212 0.696 1.936
S2 -3.215 0.060 0.537
H2 -0.675 4.015 -1.102
H3 -2.923 2.948 0.616
H4 -2.391 4.317 1.414
H5 -2.932 0.682 2.756
H6 -1.434 -0.043 2.139
Cl2 -1.554 3.331 0.986
C5 -0.277 4.018 1.773
Cl3 -0.396 0.092 -0.396
H7 -0.229 3.814 2.831
H8 0.406 4.640 1.215
F1 2.202 1.195 0.390
C6 3.360 0.568 0.202
F2 4.096 1.260 -0.658
F3 3.998 0.475 1.361
S3 3.082 -1.127 -0.463
O7 2.131 -1.767 0.475
O8 4.370 -1.692 -0.612
O9 2.253 -0.918 -1.690



No. 6
Formula: C6H8ClFN2O3
Source: OMol25
Level of theory: ωB97M-V/def2-TZVPD

Its net charge is 0. The max |F| comes out at 4.88 eV/Å. For the energy above the lowest of the compared OMol25 structures with the same formula, charge and spin, the calculation gives 37.0 kcal/mol.

Cartesian coordinates (Å):
C1 -0.036 -1.620 -1.074
C2 -0.424 -0.210 0.909
C3 0.733 1.196 -0.703
C4 0.043 0.698 -1.905
C5 -0.142 -2.642 1.101
C6 -0.658 2.105 1.199
N1 -0.174 -1.446 0.219
N2 -0.052 0.974 0.492
O1 0.145 -2.345 -1.984
O2 -1.095 -0.334 1.920
O3 1.953 0.520 -0.694
F1 0.829 0.704 -3.014
Cl1 -1.495 1.415 -2.301
H1 0.849 2.241 -0.827
H2 -0.109 -2.175 2.174
H3 -1.006 -3.205 1.020
H4 0.692 -3.180 0.909
H5 -1.429 1.774 1.978
H6 0.215 2.556 1.817
H7 -0.908 2.895 0.357
H8 2.069 0.079 -1.589



No. 7
Formula: C6H8ClN
Source: OMol25
Level of theory: ωB97M-V/def2-TZVPD

Its net charge is 0. The max |F| comes out at 4.20 eV/Å. For the energy above the lowest of the compared OMol25 structures with the same formula, charge and spin, the calculation gives 31.1 kcal/mol. The SMILES is C[C@]1(Cl)C=NC=CC1.

Cartesian coordinates (Å):
C1 1.696 -0.243 -1.166
C2 2.110 -1.334 -0.515
C3 0.350 -1.404 0.954
C4 0.408 0.467 -0.756
C5 -0.546 -0.462 0.049
C6 -1.786 0.196 0.587
N1 1.562 -1.702 0.730
Cl1 -1.290 -1.422 -1.282
H1 2.003 0.263 -2.056
H2 2.905 -1.831 -0.925
H3 -0.181 -1.676 1.817
H4 0.669 1.367 -0.339
H5 -0.028 0.731 -1.624
H6 -2.032 1.139 -0.053
H7 -1.521 0.655 1.596
H8 -2.569 -0.538 0.734



No. 8
Formula: C6H8ClN2O2S
Source: OMol25
Level of theory: ωB97M-V/def2-TZVPD

Its net charge is +1. The max |F| comes out at 1.60 eV/Å. For the energy above the lowest of the compared OMol25 structures with the same formula, charge and spin, the calculation gives 0.0 kcal/mol.

Cartesian coordinates (Å):
C1 -1.325 0.783 -2.027
C2 -1.608 0.630 -0.695
C3 -0.037 0.481 -2.489
C4 0.918 0.137 -1.576
C5 -0.625 0.166 0.203
C6 1.772 -0.120 0.703
N1 0.646 0.016 -0.256
N2 -0.931 -0.125 1.480
O1 1.775 0.931 1.597
O2 -1.458 -1.496 3.489
S1 -0.428 -1.496 2.518
Cl1 -0.884 -2.978 1.088
H1 -2.088 1.112 -2.714
H2 -2.597 0.830 -0.311
H3 0.209 0.541 -3.536
H4 1.937 -0.058 -1.873
H5 2.690 -0.189 0.109
H6 2.239 1.703 1.250
H7 1.651 -1.049 1.269
H8 -1.856 0.180 1.770